[1]
Formula: C14H9Cl33NO4PS
Source: OMol25
Level of theory: the ωB97M-V functional and the def2-TZVPD basis

Output
Calculated total energy: -16820.306959 a.u.
LUMO energy: -0.080 eV
Frontier orbital gap: 9.16 eV
Structure (SMILES): C#CN(C(=O)OCCCCl)P(O)(O)=S.ClC(Cl)(Cl)Cl.ClC(Cl)(Cl)Cl.ClC(Cl)(Cl)Cl.ClC(Cl)(Cl)Cl.ClC(Cl)(Cl)Cl.ClC(Cl)(Cl)Cl.ClC(Cl)(Cl)Cl.ClC(Cl)(Cl)Cl
Energy relative to the best compared isomer or geometry (same formula, charge and spin): 0.0 kJ/mol
HOMO level: -0.339 hartree

Cartesian coordinates (Å):
1 C 5.002 -2.001 2.019
2 C 4.610 -0.863 2.232
3 N 4.271 0.524 2.526
4 C 2.816 0.602 2.890
5 O 2.456 1.510 3.606
6 O 2.015 -0.366 2.317
7 C 0.640 -0.271 2.755
8 C -0.237 0.636 1.753
9 C -0.863 -0.263 0.574
10 Cl 0.261 -0.440 -0.850
11 P 4.437 1.427 0.990
12 O 3.706 2.925 1.291
13 O 6.044 1.726 0.617
14 S 3.657 0.518 -0.530
15 H 5.129 -3.016 1.571
16 H 0.502 0.010 3.838
17 H 0.203 -1.321 2.647
18 H 0.355 1.490 1.311
19 H -1.135 1.020 2.333
20 H -1.818 0.246 0.174
21 H -1.179 -1.282 0.956
22 H 2.851 2.953 0.804
23 H 6.071 1.918 -0.350
24 C 1.233 -3.079 -3.876
25 Cl 2.285 -3.936 -5.021
26 Cl 2.205 -1.967 -2.898
27 Cl 0.008 -2.159 -4.773
28 Cl 0.431 -4.255 -2.816
29 C 4.237 0.969 -4.977
30 Cl 4.015 -0.755 -5.320
31 Cl 2.713 1.644 -4.372
32 Cl 5.501 1.168 -3.747
33 Cl 4.717 1.815 -6.461
34 C -0.853 3.794 -4.858
35 Cl -1.014 2.707 -3.464
36 Cl -0.189 2.891 -6.233
37 Cl -2.446 4.446 -5.288
38 Cl 0.243 5.127 -4.442
39 C 2.520 7.359 -2.006
40 Cl 3.914 8.446 -1.863
41 Cl 1.927 7.373 -3.680
42 Cl 3.008 5.710 -1.568
43 Cl 1.229 7.904 -0.918
44 C -5.029 -1.631 -0.271
45 Cl -3.973 -2.491 -1.407
46 Cl -4.057 -0.510 0.705
47 Cl -6.253 -0.719 -1.175
48 Cl -5.830 -2.801 0.793
49 C -7.366 -6.819 0.016
50 Cl -8.508 -6.132 1.187
51 Cl -8.266 -7.588 -1.306
52 Cl -6.342 -5.527 -0.637
53 Cl -6.350 -8.030 0.823
54 C 5.515 4.507 3.942
55 Cl 5.286 2.775 3.638
56 Cl 3.990 5.213 4.511
57 Cl 6.768 4.731 5.180
58 Cl 6.016 5.311 2.441
59 C -10.216 -6.635 4.934
60 Cl -11.238 -6.804 3.494
61 Cl -8.712 -7.547 4.702
62 Cl -9.834 -4.921 5.190
63 Cl -11.078 -7.267 6.349

[2]
Formula: C13H9Cl2N3O4
Source: OMol25
Level of theory: the ωB97M-V functional and the def2-TZVPD basis

Output
Calculated total energy: -1886.225245 a.u.
LUMO energy: -0.934 eV
Frontier orbital gap: 7.36 eV
Structure (SMILES): N/C(=N\O)c1ccc(Oc2cc(Cl)cc(Cl)c2)c([N+](=O)[O-])c1
Energy relative to the best compared isomer or geometry (same formula, charge and spin): 0.0 kJ/mol
HOMO level: -0.305 hartree

Cartesian coordinates (Å):
1 O 1.902 -2.939 1.641
2 O 2.984 -2.100 -0.041
3 Cl 0.694 1.908 -5.759
4 Cl -3.226 -0.130 -2.536
5 N 1.150 0.538 5.262
6 O 1.129 1.038 6.568
7 O 1.731 -0.023 -1.190
8 C 0.547 1.231 4.259
9 C -1.124 0.759 -4.078
10 C 1.187 0.703 -3.346
11 C -0.580 -0.092 -1.894
12 C 0.755 1.427 0.469
13 C 0.409 1.748 1.760
14 C 1.276 -0.385 2.490
15 C 0.235 1.083 -4.293
16 C -1.515 0.166 -2.865
17 C 0.774 0.171 -2.145
18 C 1.369 0.205 0.115
19 C 0.753 0.871 2.839
20 C 1.587 -0.752 1.157
21 N 2.178 -1.979 0.886
22 N -0.129 2.273 4.656
23 H 1.641 0.461 7.210
24 H -1.843 1.019 -4.838
25 H 2.248 0.838 -3.564
26 H -0.877 -0.562 -0.966
27 H 0.559 2.122 -0.334
28 H -0.094 2.693 1.949
29 H 1.496 -1.094 3.287
30 H -0.650 2.872 4.007
31 H -0.161 2.334 5.700

[3]
Formula: C27H56NO13S6
Source: OMol25
Level of theory: the ωB97M-V functional and the def2-TZVPD basis

Output
Calculated total energy: -4483.553262 a.u.
LUMO energy: -1.781 eV
Total charge: +1
Frontier orbital gap: 10.20 eV
Energy relative to the best compared isomer or geometry (same formula, charge and spin): 366.1 kJ/mol
HOMO level: -0.440 hartree

Cartesian coordinates (Å):
1 C 21.681 21.801 46.736
2 C 21.838 20.340 47.159
3 O 21.341 19.407 46.552
4 N 22.490 20.234 48.533
5 H 22.574 19.306 48.665
6 H 23.303 20.564 48.293
7 C 22.021 21.075 49.575
8 H 20.694 21.784 46.608
9 H 22.202 21.691 45.729
10 H 22.181 22.647 47.149
11 H 22.031 22.053 49.223
12 H 22.607 20.827 50.386
13 H 20.925 20.805 49.867
14 C 27.990 18.329 51.355
15 C 26.730 17.462 51.576
16 C 25.995 17.469 50.409
17 S 25.858 19.177 50.099
18 O 24.829 19.757 51.025
19 O 25.798 19.286 48.716
20 C 27.408 19.594 50.713
21 H 28.903 17.955 50.661
22 H 28.393 18.748 52.313
23 H 26.303 17.907 52.446
24 H 27.132 16.359 51.619
25 H 25.074 16.761 50.618
26 H 26.486 17.094 49.578
27 H 27.352 20.339 51.379
28 H 27.927 20.110 49.689
29 C 27.568 19.276 44.403
30 C 26.748 18.267 43.568
31 C 25.422 18.575 43.802
32 S 25.236 18.881 45.441
33 O 25.022 17.689 46.194
34 O 24.438 20.020 45.740
35 C 26.925 19.387 45.776
36 H 27.441 20.130 43.699
37 H 28.489 18.718 44.274
38 H 27.027 17.287 43.844
39 H 27.143 18.316 42.448
40 H 24.603 17.828 43.446
41 H 25.146 19.429 43.312
42 H 27.443 18.829 46.566
43 H 26.954 20.420 46.199
44 C 20.250 17.433 43.956
45 C 21.566 18.012 43.938
46 C 21.605 19.280 43.355
47 S 19.876 19.880 43.346
48 O 19.322 19.759 42.072
49 O 19.745 21.144 44.119
50 C 19.216 18.525 44.334
51 H 20.188 16.674 44.767
52 H 19.855 17.079 43.172
53 H 22.159 17.446 43.280
54 H 22.162 17.772 44.694
55 H 21.959 19.348 42.420
56 H 22.346 19.971 43.884
57 H 18.143 18.391 44.313
58 H 19.409 18.836 45.089
59 C 25.272 25.303 47.167
60 C 25.293 24.362 45.966
61 C 26.123 23.456 46.421
62 S 25.737 23.055 48.049
63 O 26.974 22.994 48.777
64 O 24.756 21.986 48.158
65 C 24.970 24.584 48.486
66 H 24.435 26.187 47.033
67 H 26.152 26.076 47.056
68 H 25.528 24.942 45.072
69 H 24.123 23.966 46.026
70 H 27.232 23.853 46.453
71 H 26.122 22.450 45.843
72 H 25.307 25.045 49.391
73 H 23.984 24.448 48.575
74 C 21.656 15.142 46.887
75 C 22.846 14.200 47.382
76 C 23.841 15.074 48.078
77 S 22.743 16.172 48.873
78 O 23.177 17.538 48.674
79 O 22.734 15.651 50.272
80 C 21.183 16.013 48.133
81 H 20.750 14.573 46.635
82 H 22.050 15.811 46.164
83 H 23.185 13.459 46.696
84 H 22.458 13.409 47.860
85 H 24.532 15.579 47.511
86 H 24.544 14.686 48.915
87 H 20.780 16.890 47.745
88 H 20.644 15.395 48.805
89 C 15.565 18.369 49.209
90 C 15.775 19.569 48.367
91 C 16.855 20.354 48.822
92 S 17.993 19.236 49.495
93 O 18.479 19.813 50.730
94 O 18.930 19.003 48.429
95 C 16.917 17.847 49.614
96 H 15.074 17.694 48.677
97 H 15.051 18.862 50.056
98 H 14.979 20.160 48.129
99 H 16.266 19.306 47.398
100 H 16.512 20.944 49.592
101 H 17.319 20.911 48.180
102 H 16.870 17.382 50.509
103 H 17.379 16.855 49.036

[4]
Formula: C13H25CaO10P
Source: OMol25
Level of theory: the ωB97M-V functional and the def2-TZVPD basis

Output
Calculated total energy: -2281.647580 a.u.
LUMO energy: 3.692 eV
Total charge: -2
Frontier orbital gap: 2.04 eV
Energy relative to the best compared isomer or geometry (same formula, charge and spin): 795.8 kJ/mol
HOMO level: 0.061 hartree

Cartesian coordinates (Å):
1 Ca -0.240 1.625 0.740
2 P -2.530 4.305 1.109
3 O -2.579 4.054 2.675
4 O -0.973 4.555 0.952
5 O -3.544 5.418 0.874
6 O -2.838 2.973 0.412
7 O 3.980 1.381 3.673
8 C 2.931 1.651 2.965
9 O 2.896 1.118 1.816
10 O 1.971 2.360 3.257
11 H 4.327 0.847 2.955
12 C -0.513 -4.039 -1.523
13 C 0.945 -3.959 -1.318
14 C 1.324 -2.470 -1.414
15 O 0.166 -1.788 -1.101
16 C -1.019 -2.559 -1.380
17 H -1.044 -4.690 -0.828
18 H -0.836 -4.389 -2.503
19 H 1.376 -4.569 -2.112
20 H 1.336 -4.295 -0.358
21 H 1.434 -2.190 -2.461
22 H 2.194 -2.010 -0.947
23 H -1.401 -2.175 -2.326
24 H -1.769 -2.430 -0.599
25 C -2.902 -2.616 3.428
26 C -1.593 -3.407 3.449
27 C -0.540 -2.373 3.550
28 O -1.149 -1.206 3.053
29 C -2.517 -1.205 3.584
30 H -3.487 -3.003 4.262
31 H -3.566 -2.877 2.604
32 H -1.494 -3.971 2.521
33 H -1.578 -4.136 4.260
34 H 0.410 -2.718 3.142
35 H -0.215 -2.231 4.581
36 H -3.192 -0.547 3.036
37 H -2.571 -0.861 4.616
38 C 2.452 3.512 -4.141
39 C 1.120 3.043 -4.792
40 C 0.142 2.946 -3.639
41 O 0.985 2.663 -2.470
42 C 2.132 3.534 -2.595
43 H 2.737 4.508 -4.479
44 H 3.181 2.732 -4.361
45 H 1.319 2.088 -5.278
46 H 0.824 3.763 -5.555
47 H -0.620 2.167 -3.652
48 H -0.424 3.847 -3.406
49 H 3.025 3.117 -2.129
50 H 1.926 4.506 -2.146

[5]
Formula: C4H7NO2
Source: OMol25
Level of theory: the ωB97M-V functional and the def2-TZVPD basis

Output
Calculated total energy: -361.766012 a.u.
LUMO energy: 0.762 eV
Frontier orbital gap: 10.54 eV
Structure (SMILES): O=CN1CC(O)C1
Energy relative to the best compared isomer or geometry (same formula, charge and spin): 301.5 kJ/mol
HOMO level: -0.359 hartree

Cartesian coordinates (Å):
1 O -2.115 -0.182 -0.927
2 C -1.307 -0.401 0.187
3 C -0.026 -1.204 -0.035
4 N 0.750 0.000 0.225
5 C -0.330 0.943 0.377
6 C 2.007 0.304 -0.155
7 O 2.450 1.435 -0.193
8 H -1.670 0.696 -0.774
9 H -1.877 -0.610 1.094
10 H 0.134 -1.998 0.697
11 H 0.070 -1.589 -1.059
12 H -0.440 1.427 1.350
13 H -0.231 1.781 -0.375
14 H 2.585 -0.602 -0.413